Density functional theory data (the ωB97M-V functional and the def2-TZVPD basis) for a single C2H6N2OS molecule in a non-equilibrium geometry.

Calculated total energy ... -662.69992 Ha
Frontier orbital gap ... 9.087 eV
Energy relative to the best compared isomer or geometry (same formula, charge and spin) ... 42.0 kcal per mole
HOMO ... -8.5 eV
SMILES ... NNC(=S)CO

Geometry (Å):
N: -2.0299 0.0790 0.7821
N: -0.6665 0.2447 1.1068
C: 0.3108 -0.1066 0.2934
S: 1.7946 0.5640 0.3522
C: -0.0531 -1.0178 -0.8480
O: -0.8147 -0.2458 -1.7841
H: -2.1342 0.2155 -0.2385
H: -2.3626 -0.8297 1.1127
H: -0.4730 0.9985 1.7574
H: -0.6484 -1.8151 -0.4773
H: 0.8863 -1.4648 -1.2067
H: -0.1354 0.3181 -2.2060

Cartesian forces, eV/Å:
0.020 -0.009 -0.225
-1.044 0.284 0.613
0.440 0.128 -0.722
0.862 0.202 0.239
0.536 0.235 0.329
1.214 -0.186 -0.381
-0.100 -0.395 0.896
0.131 0.398 -0.404
-0.053 -0.167 -0.121
-0.882 -0.739 0.092
-0.444 0.389 -0.416
-0.679 -0.140 0.098